Entry from the Open Molecules 2025 dataset: the ion HN2O4S with charge -1 in a non-equilibrium geometry (ωB97M-V/def2-TZVPD).

Positions of all 8 atoms, in Å:
N: -0.40223 0.12783 0.40251
N: -0.87040 -0.88455 -0.26924
O: 1.80657 1.12705 1.12580
O: -2.07680 -1.10069 -0.49136
O: 0.01641 -1.58993 -0.70870
O: 1.31893 1.30961 -1.17258
S: 1.47466 0.37940 -0.03597
H: -1.26712 0.63129 1.14954

The value obtained for the HOMO energy is -0.17934 Ha. As for the LUMO energy: 3.98 eV. The calculation puts the energy above the lowest of the compared OMol25 structures with the same formula, charge and spin at 2.523 eV. As for the charge: -1. The gap between HOMO and LUMO is 8.855 eV.